[1]
A cluster of 3 separate species, C28H64N8O10P4 in total in a non-equilibrium geometry. Source: the Open Molecules 2025 dataset; level of theory: ωB97M-V/def2-TZVPD.

Cartesian coordinates (Å):
C -2.07 -1.39 -2.90
C -2.96 -1.88 -1.88
C -3.84 -3.22 -1.97
C -3.66 -4.21 -0.67
C -3.89 -3.30 0.67
C -5.29 -2.46 0.61
O -5.10 -1.02 0.59
C -5.97 -0.49 -0.46
C -7.54 -0.55 -0.12
C -4.88 -5.30 -0.82
O -5.38 -5.62 0.50
C -6.45 -6.60 0.48
C -7.01 -6.69 2.02
O -8.32 -6.08 2.11
C -8.35 -4.92 2.98
C -9.63 -5.15 3.99
C -3.99 -6.61 -1.21
O -4.23 -7.55 -2.03
N -2.83 -6.44 -0.27
C -2.27 -5.10 -0.64
N -1.30 -4.44 0.32
C -0.56 -5.37 0.92
O 0.39 -6.08 1.32
P -1.39 -5.46 -2.30
P -0.45 -7.42 -2.32
O 0.92 -7.46 -1.58
O -0.06 -7.78 -3.98
O -1.45 -8.71 -1.79
H -2.28 -1.56 -4.02
H -1.17 -0.78 -2.51
H -3.04 -1.21 -0.93
H -4.95 -2.90 -2.12
H -3.55 -3.74 -2.96
H -3.07 -2.49 0.79
H -3.81 -3.94 1.64
H -5.99 -2.84 -0.23
H -5.85 -2.71 1.60
H -5.63 0.62 -0.62
H -5.81 -1.00 -1.49
H -8.06 0.49 -0.10
H -7.80 -1.16 0.82
H -8.06 -1.11 -1.00
H -5.67 -4.96 -1.58
H -6.09 -7.67 0.22
H -7.35 -6.31 -0.16
H -6.19 -6.23 2.68
H -7.04 -7.82 2.30
H -8.50 -3.94 2.37
H -7.44 -4.78 3.66
H -10.16 -6.13 3.71
H -9.24 -5.26 5.08
H -10.35 -4.27 3.90
H -3.01 -6.61 0.73
H -2.43 -5.54 -3.31
H -0.90 -7.92 -4.49
H -1.88 -9.13 -2.59
O -0.43 3.13 0.01
P 0.75 2.17 0.25
N 1.21 2.90 1.70
C 2.22 3.87 2.02
C 0.43 2.54 2.87
N 1.56 2.65 -1.20
C 2.47 3.78 -1.29
C 0.68 2.69 -2.37
N 2.09 1.03 0.52
C 3.52 1.26 0.46
C 1.79 -0.28 -0.09
H 2.90 3.48 2.79
H 1.79 4.80 2.39
H 2.86 4.14 1.18
H 0.85 1.64 3.35
H -0.61 2.32 2.61
H 0.40 3.34 3.62
H 2.08 4.67 -0.80
H 2.69 4.04 -2.33
H 3.45 3.53 -0.87
H 0.12 3.63 -2.43
H -0.05 1.87 -2.34
H 1.25 2.56 -3.30
H 3.90 1.23 -0.57
H 4.03 0.47 1.02
H 3.83 2.19 0.93
H 1.95 -0.26 -1.18
H 0.74 -0.55 0.09
H 2.40 -1.07 0.34
O 5.12 7.01 -0.25
P 6.31 6.06 -0.02
N 6.77 6.78 1.43
C 7.78 7.75 1.76
C 5.99 6.42 2.60
N 7.12 6.54 -1.46
C 8.03 7.67 -1.56
C 6.24 6.58 -2.64
N 7.65 4.91 0.25
C 9.07 5.14 0.19
C 7.35 3.61 -0.36
H 8.45 7.36 2.53
H 7.34 8.69 2.13
H 8.42 8.03 0.92
H 6.41 5.52 3.08
H 4.95 6.20 2.34
H 5.95 7.22 3.35
H 7.64 8.56 -1.06
H 8.25 7.93 -2.60
H 9.01 7.42 -1.14
H 5.68 7.52 -2.70
H 5.51 5.76 -2.61
H 6.81 6.45 -3.56
H 9.46 5.12 -0.83
H 9.59 4.35 0.76
H 9.39 6.07 0.66
H 7.51 3.63 -1.45
H 6.30 3.34 -0.18
H 7.96 2.81 0.07

As for the HOMO-LUMO gap: 6.11 eV. The HOMO energy comes out at -7.590 eV. The SMILES is C=CC[C@@]1(CCOCC)[C@H](OCCOCC)C(=O)N[C@@]1(N=C=O)PP(=O)(O)O.CN(C)P(=O)(N(C)C)N(C)C.CN(C)P(=O)(N(C)C)N(C)C. For the molecular weight, the calculation gives 796.8 g/mol. The calculation puts the LUMO energy at -1.476 eV. The strongest force on any atom is 8.1 eV/A. The net charge is 0.

[2]
A cluster of 6 separate species, C28H65NO11Si in total in a non-equilibrium geometry. Source: the Open Molecules 2025 dataset; level of theory: ωB97M-V/def2-TZVPD.

Cartesian coordinates (Å):
C -4.58 -2.84 -0.28
C -3.76 -2.50 -1.08
Si -2.41 -1.90 -2.21
C -1.88 -0.21 -1.54
C -0.55 0.31 -2.08
N 0.63 -0.36 -1.56
C 1.81 0.05 -2.35
C 3.01 -0.87 -2.20
C 0.86 -0.19 -0.18
C 0.17 0.88 0.64
O 1.64 -0.91 0.39
H -5.15 -2.87 0.60
H -1.34 -2.90 -2.26
H -3.04 -1.77 -3.54
H -2.64 0.50 -1.83
H -1.91 -0.27 -0.46
H -0.59 0.21 -3.16
H -0.51 1.39 -1.91
H 2.05 1.08 -2.11
H 1.53 0.06 -3.39
H 3.83 -0.34 -1.72
H 3.38 -1.20 -3.16
H 2.80 -1.72 -1.58
H -0.57 0.39 1.25
H -0.30 1.67 0.07
H 0.85 1.36 1.32
C -4.48 -2.01 4.34
O -3.30 -2.69 3.94
C -2.37 -1.84 3.28
C -1.24 -1.42 4.19
O -1.69 -0.57 5.23
C -1.82 -1.24 6.47
H -5.02 -2.66 5.02
H -4.25 -1.07 4.86
H -5.11 -1.80 3.47
H -2.87 -0.97 2.86
H -1.94 -2.42 2.45
H -0.52 -0.86 3.58
H -0.71 -2.29 4.60
H -0.83 -1.44 6.91
H -2.37 -2.17 6.38
H -2.37 -0.58 7.15
C 7.46 -4.56 -4.38
O 8.26 -3.51 -4.88
C 7.54 -2.61 -5.71
C 7.17 -1.34 -4.97
O 6.23 -1.60 -3.93
C 6.83 -1.63 -2.65
H 8.03 -5.06 -3.59
H 6.53 -4.19 -3.95
H 7.25 -5.29 -5.17
H 6.65 -3.09 -6.12
H 8.20 -2.34 -6.55
H 6.69 -0.65 -5.68
H 8.06 -0.85 -4.58
H 7.09 -0.62 -2.32
H 7.72 -2.26 -2.63
H 6.10 -2.05 -1.95
C -3.26 2.65 1.01
O -2.51 3.73 0.49
C -3.27 4.58 -0.36
C -3.70 5.84 0.36
O -4.61 5.56 1.41
C -4.00 5.57 2.70
H -2.67 2.19 1.81
H -4.22 2.98 1.43
H -3.44 1.90 0.24
H -4.15 4.05 -0.75
H -2.63 4.85 -1.20
H -4.21 6.50 -0.35
H -2.82 6.37 0.74
H -3.78 6.60 3.01
H -3.09 4.98 2.72
H -4.71 5.14 3.40
C 7.65 4.65 -8.15
O 6.78 3.80 -8.88
C 7.28 2.48 -9.02
C 6.62 1.53 -8.04
O 6.96 1.84 -6.70
C 5.93 2.54 -6.01
H 7.10 5.56 -7.91
H 7.99 4.18 -7.23
H 8.52 4.92 -8.76
H 8.36 2.45 -8.90
H 7.04 2.15 -10.04
H 6.97 0.51 -8.24
H 5.53 1.54 -8.18
H 5.11 1.86 -5.77
H 5.56 3.38 -6.60
H 6.36 2.92 -5.09
C -7.89 -1.00 7.18
O -6.76 -1.82 7.42
C -6.34 -1.82 8.77
C -6.80 -3.06 9.51
O -8.21 -3.09 9.63
C -8.83 -3.96 8.70
H -8.27 -1.23 6.19
H -8.68 -1.18 7.91
H -7.60 0.06 7.20
H -6.69 -0.92 9.28
H -5.24 -1.80 8.77
H -6.39 -3.04 10.52
H -6.43 -3.95 9.00
H -8.67 -5.01 8.98
H -8.47 -3.79 7.69
H -9.90 -3.76 8.72

As for the HOMO-LUMO gap: 9.77 eV. The HOMO energy comes out at -9.152 eV. The SMILES is C#C[SiH2]CCN(CC)C(C)=O.COCCOC.COCCOC.COCCOC.COCCOC.COCCOC. For the molecular weight, the calculation gives 619.9 g/mol. The calculation puts the LUMO energy at 0.614 eV. The strongest force on any atom is 1.1 eV/A. The net charge is 0.